No. 1
12
Properties=species:S:1:pos:R:3:lowdin_charge:R:1 method="wB97M-V/def2-TZVPD" e_above_lowest_kcal_mol=54.40 largest_force_ev_per_a=3.62 homo_ev="-5.3473 / -10.0705" gap_ev="6.05 / 6.59" spin_multiplicity=3 energy_ha=-765.57322
S -1.410 -0.509 -0.262 0.961
F -0.134 0.932 1.249 -0.077
O -2.041 -0.483 -1.549 -0.344
O 0.102 -1.221 -0.432 -0.391
C 0.884 -1.710 0.671 -0.122
C -0.131 2.183 -0.640 0.034
C -0.629 1.120 -0.042 -0.446
H 0.234 -1.826 1.534 0.076
H 1.196 -2.707 0.336 0.087
H 0.597 2.782 -0.102 0.076
H -0.409 2.504 -1.620 0.058
H 1.740 -1.064 0.857 0.088

---

No. 2
11
Properties=species:S:1:pos:R:3:lowdin_charge:R:1 method="wB97M-V/def2-TZVPD" e_above_lowest_kcal_mol=1.66 largest_force_ev_per_a=3.45 homo_ev=-9.3102 gap_ev=9.97 energy_ha=-645.50904 smiles="O=C1NCCS1"
S -0.447 -1.830 -0.097 0.919
O -2.755 -0.417 0.045 0.011
N -0.822 0.753 0.082 0.003
C 0.608 0.647 -0.203 -0.242
C 1.027 -0.764 0.238 -0.438
C -1.557 -0.341 -0.040 -0.787
H -1.220 1.721 0.064 0.179
H 1.152 1.425 0.325 0.111
H 0.905 0.745 -1.286 0.126
H 1.289 -0.813 1.264 0.057
H 1.820 -1.126 -0.392 0.060

---

No. 3
61
Properties=species:S:1:pos:R:3:lowdin_charge:R:1 method="wB97M-V/def2-TZVPD" largest_force_ev_per_a=14.33 homo_ev=-8.6672 gap_ev=7.94 energy_ha=-48123.31169
Br 1.935 4.567 -3.541 0.579
Br -3.931 2.365 -0.472 0.604
Br 2.329 9.263 -2.637 0.589
Br 2.264 0.161 -0.663 0.598
Br 4.592 8.039 -4.506 0.581
Br -5.523 1.103 5.947 0.573
Br -1.096 1.483 -1.635 0.586
Br -6.207 2.843 3.374 0.574
Br 3.430 -1.945 -2.727 0.702
Br 1.684 2.660 3.868 0.609
Br 1.950 3.952 -0.415 0.523
Br 3.877 1.863 1.713 0.545
Br 4.607 7.428 -1.381 0.603
Br -1.290 2.894 1.197 0.529
Br -3.508 1.158 3.486 0.546
Br 5.311 -0.831 -0.433 0.610
Br -0.330 5.804 -1.676 0.629
Br 2.144 -0.410 3.084 0.743
S -4.599 -2.436 -0.352 0.570
P -1.129 -2.168 1.580 0.923
O -0.496 -4.596 0.370 0.053
O -5.374 -1.349 -0.680 -0.296
O -0.870 -0.649 1.109 -0.325
O -5.042 -3.679 -0.741 -0.292
O -0.050 -2.578 2.728 -0.291
O -0.866 -6.462 -0.604 0.279
N 1.985 -4.308 -1.272 0.157
C -0.807 -3.244 0.059 -0.458
C 4.161 8.701 -2.755 -1.637
C 3.839 -0.442 -1.605 -1.533
C -1.034 -5.394 -0.565 -0.574
C -1.872 -4.549 -1.502 -0.005
C 0.331 -2.774 -0.884 -0.105
C 2.955 1.336 3.309 -1.554
C -4.814 2.144 4.494 -1.651
C 1.504 5.233 -1.789 -1.613
C -2.052 2.761 -0.555 -1.614
C -2.961 -2.239 -0.992 -0.196
C -2.155 -3.436 -0.553 -0.377
C 1.595 -3.426 -0.558 -0.564
C 2.352 -3.024 0.647 -0.058
H 0.489 -1.717 -0.834 0.021
H 2.863 -4.658 -0.921 0.075
H 1.975 -2.139 1.092 -0.039
H 4.146 0.366 -2.248 -0.025
H -0.098 -0.554 0.528 -0.030
H -2.807 -4.955 -1.799 0.130
H -2.740 -3.908 0.203 0.112
H 3.685 1.237 4.094 -0.025
H -1.282 -4.299 -2.351 0.125
H -1.945 3.719 -1.029 -0.114
H 3.369 -2.868 0.392 0.037
H -2.614 -1.304 -0.616 0.062
H -4.370 -2.522 0.976 0.082
H -3.094 -2.221 -2.042 0.114
H 4.771 9.572 -2.587 -0.034
H 2.112 6.110 -1.624 -0.114
H 0.159 -3.023 -1.903 0.114
H 2.341 -3.834 1.324 0.096
H 0.503 -1.812 2.946 -0.116
H -4.305 2.988 4.928 -0.034

---

No. 4
106
Properties=species:S:1:pos:R:3:lowdin_charge:R:1 method="wB97M-V/def2-TZVPD" largest_force_ev_per_a=0.96 homo_ev=-9.4948 gap_ev=7.77 energy_ha=-4129.58142 smiles="COCCCCCCCCO[P@](=O)(OS)OCCOCC(F)(F)F.O=C1C=C(O)C(=O)C=C1O.O=C1C=C(O)C(=O)C=C1O.O=C1C=C(O)C(=O)C=C1O.O=C1C=C(O)C(=O)C=C1O"
S -5.233 1.845 1.475 0.844
P -3.136 1.313 -0.415 0.325
F 0.570 4.569 2.401 0.117
F -0.702 2.798 2.294 0.122
F -1.603 4.778 2.369 0.136
O -8.547 -7.027 2.031 0.123
O -3.613 1.665 1.079 -0.659
O -6.736 -2.990 0.441 0.084
O 8.598 3.755 6.210 0.101
O 9.929 2.748 4.255 0.118
O -3.706 2.463 -1.335 -0.169
O -6.773 -3.812 -1.992 0.117
O 3.310 1.735 -5.767 0.111
O -1.436 5.056 -0.233 -0.106
O 3.710 0.561 1.750 -0.198
O -1.158 -3.572 -1.127 0.098
O -1.536 -4.738 -3.385 0.104
O -4.022 0.105 -0.887 -0.166
O 4.916 -0.071 -0.877 0.117
O 3.806 2.257 -1.119 0.101
O 6.388 4.020 1.431 0.093
O -8.527 -7.876 -0.397 0.107
O 5.076 5.062 3.378 0.116
O 1.449 -0.391 -3.397 0.117
O -1.680 1.127 -0.430 -0.200
O 4.369 -0.593 -5.512 0.089
O 1.053 -1.559 -5.686 0.127
C -7.651 -4.941 1.411 0.073
C 0.485 -2.120 -4.635 -0.219
C 4.584 0.303 -2.098 -0.220
C 6.745 4.488 4.937 0.072
C 4.312 0.027 -4.461 -0.334
C 1.553 -0.552 2.216 -0.149
C -0.388 -1.660 0.948 -0.217
C -7.654 -5.906 -1.372 0.074
C 6.968 3.932 2.499 -0.309
C -8.094 -6.177 1.130 -0.231
C 0.162 -0.372 1.597 -0.194
C 8.030 3.863 5.137 -0.311
C 3.505 2.176 -3.462 0.070
C 8.762 3.282 3.939 -0.232
C 4.770 -0.461 -3.186 0.067
C -0.839 -3.742 -3.472 -0.305
C 3.682 1.401 -4.539 -0.252
C -2.894 3.635 -1.562 -0.142
C -3.771 -1.859 0.585 -0.169
C 6.241 4.524 3.695 -0.231
C 3.933 1.674 -2.178 -0.295
C 2.704 -0.293 1.229 -0.229
C 8.257 3.316 2.697 0.073
C 0.756 -1.392 -3.330 -0.272
C -0.572 -3.008 -2.169 -0.221
C -2.765 4.562 -0.345 -0.158
C 3.382 1.941 1.773 -0.102
C -7.217 -4.670 -1.089 -0.229
C -2.830 -1.528 1.754 -0.181
C -0.270 -3.229 -4.694 0.076
C -0.570 4.073 1.853 -0.544
C -3.493 -1.242 -0.775 -0.173
C -7.181 -4.120 0.325 -0.303
C 0.184 -1.902 -2.108 0.072
C -0.520 4.143 0.313 -0.086
C -8.113 -6.737 -0.283 -0.309
C -1.506 -2.301 1.776 -0.185
H -4.003 -1.807 -1.557 0.125
H 10.022 2.864 5.223 0.119
H 0.382 -1.374 -1.186 0.102
H 2.304 0.137 0.298 0.112
H -6.537 -3.001 -1.497 0.112
H -1.900 3.320 -1.886 0.122
H 3.041 3.151 -3.510 0.136
H 1.646 -1.564 2.621 0.112
H -3.791 -2.946 0.446 0.115
H -8.788 -7.839 1.539 0.122
H 1.554 -0.788 -5.353 0.105
H -7.679 -6.305 -2.375 0.137
H -1.150 -2.349 2.811 0.114
H -0.730 -1.463 -0.071 0.035
H -1.622 -4.360 -1.480 0.127
H 5.220 -1.443 -3.141 0.136
H -5.528 0.538 1.433 -0.137
H -4.791 -1.579 0.864 0.083
H -3.383 -1.764 2.669 0.116
H -0.540 -0.006 2.351 0.105
H 2.504 2.161 1.158 0.084
H 0.201 0.420 0.843 0.082
H 0.477 4.493 0.045 0.144
H -3.397 5.442 -0.459 0.135
H 3.230 -1.214 0.968 0.124
H -0.650 3.124 -0.068 0.108
H 4.976 4.931 2.412 0.117
H 3.209 2.297 2.794 0.092
H -2.434 -1.217 -1.033 0.090
H -0.468 -3.753 -5.618 0.137
H 8.771 2.902 1.842 0.136
H 0.425 -2.389 0.849 0.119
H 4.224 2.495 1.355 0.064
H -3.080 4.052 0.568 0.108
H 3.583 0.990 -6.340 0.117
H -2.617 -0.456 1.801 0.089
H 4.625 0.624 -0.250 0.094
H -1.678 -3.339 1.469 0.103
H -7.631 -4.539 2.414 0.136
H 6.232 4.905 5.792 0.136
H 1.685 0.148 3.045 0.114
H -3.370 4.145 -2.397 0.129

---

No. 5
11
Properties=species:S:1:pos:R:3:lowdin_charge:R:1 method="wB97M-V/def2-TZVPD" e_above_lowest_kcal_mol=63.23 largest_force_ev_per_a=4.02 homo_ev=-9.8592 gap_ev=10.01 energy_ha=-285.31382 smiles="C=C/C=N/C=O"
O 2.305 2.175 1.616 0.058
N 0.557 0.749 0.965 0.097
C -0.120 0.305 0.011 -0.118
C -0.612 -1.213 -0.260 -0.128
C -0.987 -1.586 -1.469 -0.014
C 1.142 1.903 1.529 -0.339
H -0.548 -0.916 -2.177 0.042
H -0.231 0.777 -1.094 0.144
H -0.760 -1.922 0.570 0.094
H 0.331 2.312 2.096 0.113
H -1.076 -2.585 -1.786 0.051